1.
{"formula": "C9H15NO", "method": "ωB97M-V/def2-TZVPD", "species": ["C", "N", "C", "C", "C", "C", "C", "C", "C", "O", "C", "H", "H", "H", "H", "H", "H", "H", "H", "H", "H", "H", "H", "H", "H", "H"], "xyz": [[0.581429, -0.137666, 1.935190], [-0.066261, -0.001720, 0.574166], [-0.086321, -1.104156, -0.351894], [-1.606069, -1.396491, -0.311117], [-2.197829, 0.049926, -0.640661], [-1.553524, 1.435947, -0.169971], [-0.021685, 1.112507, -0.257441], [1.533493, 1.436344, -0.197258], [2.228806, 0.004088, -0.464731], [3.393427, -0.001375, -0.721967], [1.465617, -1.402526, -0.270309], [0.219273, 0.733399, 2.467860], [0.090819, -0.948292, 2.439555], [1.620670, -0.294059, 1.982790], [-0.006644, -0.745495, -1.381610], [-1.898026, -2.115256, -1.069559], [-1.967146, -1.691028, 0.665535], [-2.009307, 0.123790, -1.717690], [-3.282408, 0.074552, -0.498717], [-1.815023, 2.195344, -0.899190], [-1.912771, 1.746741, 0.807795], [0.026246, 0.844281, -1.285801], [1.872304, 2.122965, -0.957683], [1.868610, 1.883809, 0.720713], [1.756865, -2.069078, -1.068863], [1.765462, -1.856545, 0.670847]], "atomic_forces_ev_per_a": [[-2.68, 0.93, -1.98], [0.51, -2.10, 2.10], [1.22, 0.15, 0.53], [0.35, 0.21, 0.44], [0.40, 0.17, -1.23], [0.48, 0.40, -0.15], [0.66, 1.99, 0.89], [-1.12, 0.26, -0.31], [-0.97, 0.33, 0.83], [0.45, -0.21, -0.25], [-0.84, -1.04, -0.43], [0.52, 0.37, 0.25], [-0.21, -0.70, 0.07], [1.53, 0.19, 0.10], [-0.40, 0.06, 0.09], [-0.46, -0.07, -0.15], [0.11, -0.39, 0.23], [-0.51, -0.09, -0.23], [0.18, -0.06, 0.10], [-0.53, 0.22, -0.20], [0.23, -0.02, 0.16], [-0.28, -0.37, -0.82], [0.19, 0.05, -0.50], [0.31, -0.24, 0.71], [0.57, -0.13, -0.23], [0.28, 0.08, 0.00]], "mulliken_charge": [-1.276, 0.220, -0.224, -0.833, -0.519, -0.869, -0.243, -0.844, 0.476, -0.547, -0.921, 0.370, 0.291, 0.521, 0.386, 0.404, 0.314, 0.216, 0.392, 0.412, 0.330, 0.387, 0.437, 0.325, 0.454, 0.342], "e_above_lowest_kcal_mol": 140.0, "gap_ev": 8.552, "energy_ha": -481.719639}

2.
{"formula": "C5H4O2", "method": "ωB97M-V/def2-TZVPD", "species": ["C", "C", "C", "C", "C", "O", "O", "H", "H", "H", "H"], "xyz": [[0.554904, 0.259381, -1.561527], [-0.129488, 0.153912, -2.675282], [-2.349133, 0.185446, 1.149989], [1.028334, 0.161741, -0.414755], [1.625038, -0.110474, 0.841920], [-0.928261, 0.133406, -3.560730], [-1.629191, -0.345695, 1.969780], [-3.394153, 0.123752, 0.771699], [1.398930, -1.263989, 1.033189], [1.103156, 0.521633, 1.638676], [2.719865, 0.180888, 0.807042]], "atomic_forces_ev_per_a": [[-0.11, 0.04, 0.42], [-0.97, -0.27, -0.99], [2.94, -0.44, 1.70], [-0.57, 0.20, -1.62], [-0.16, -0.73, 1.60], [1.15, 0.20, 1.08], [-2.91, 1.14, -2.37], [0.01, -0.70, 0.66], [0.92, 2.38, -0.02], [0.81, -1.04, -0.69], [-1.12, -0.78, 0.24]], "mulliken_charge": [0.193, 0.146, 0.065, 0.355, -1.035, -0.466, -0.334, 0.266, 0.237, 0.258, 0.315], "e_above_lowest_kcal_mol": 136.4, "gap_ev": [6.445, 8.610], "energy_ha": -343.174947}

3.
{"formula": "C16H18O5", "method": "ωB97M-V/def2-TZVPD", "species": ["C", "C", "H", "H", "C", "C", "C", "C", "C", "C", "C", "H", "O", "C", "H", "H", "H", "O", "C", "C", "C", "C", "C", "C", "O", "O", "H", "O", "H", "H", "H", "H", "H", "H", "H", "H", "H", "H", "H"], "xyz": [[-1.133695, -4.474863, -2.949828], [-0.742486, -3.065232, -2.874735], [0.340777, -2.976341, -3.002584], [-1.265909, -2.402949, -3.552663], [-0.919110, -2.372374, -1.500198], [-0.791463, -0.902911, -1.222490], [-1.848265, 0.130418, -1.500538], [-1.258699, 1.281731, -1.357261], [-0.011468, 1.708606, -0.944895], [0.879690, 0.740465, -0.809046], [0.514020, -0.716378, -0.662591], [1.376916, -1.381470, -0.493410], [2.243895, 1.274798, -0.593822], [3.015224, 0.160032, 0.125572], [2.784299, -0.259165, 0.949062], [3.232695, -0.422408, -0.627503], [3.877402, 0.923610, 0.226488], [0.010650, 3.139687, -0.881148], [0.845036, 3.377129, 0.240314], [0.159970, 2.912682, 1.573995], [-0.686936, 3.271545, 2.341887], [-1.019195, 2.245210, 3.443843], [0.063813, 1.246519, 3.064800], [0.358653, 0.052667, 3.651244], [1.635632, -0.805799, 3.186429], [-0.177566, -0.434015, 4.591037], [-0.848424, 0.407169, 4.766519], [0.832807, 1.611153, 1.984538], [-1.703484, 2.258388, 4.113175], [-1.480403, 4.130102, 2.195043], [1.913755, 3.211577, 0.219481], [0.768125, 4.638249, 0.251544], [-2.144006, 2.014820, -1.559429], [-2.667826, -0.224882, -1.871519], [-0.497432, -2.974374, -0.632776], [-2.177386, -2.811789, -1.053866], [-1.936074, -4.675862, -2.789086], [-1.052709, -4.769688, -3.882012], [-0.490823, -5.066057, -2.163572]], "atomic_forces_ev_per_a": [[16.27, 3.10, 2.21], [0.92, 2.87, 1.71], [-0.03, 0.05, -0.78], [0.03, -0.10, -0.69], [-5.39, -3.70, 3.32], [1.18, -2.20, 0.59], [9.32, -4.68, 2.47], [-5.24, 5.32, -0.56], [-3.66, 1.54, -2.18], [4.64, -1.02, 2.31], [-1.11, 5.22, -2.70], [-1.33, -0.16, -0.19], [-3.27, -4.22, 1.19], [3.56, 9.95, -4.22], [-2.82, -2.33, 5.97], [1.39, -3.58, -3.57], [-0.41, -2.17, 0.62], [2.52, -3.11, 0.84], [-2.26, 6.57, 2.03], [11.43, -5.40, -8.33], [-11.94, 3.56, 8.63], [10.10, -1.80, -8.67], [-2.94, 5.44, -1.06], [13.09, -5.84, -7.38], [-6.87, 4.89, 1.92], [-6.73, 1.28, 6.41], [1.17, -3.31, 0.83], [-3.59, 2.58, 1.43], [-4.42, 0.07, 4.38], [2.22, -1.55, 0.18], [-0.26, -0.78, -0.32], [0.33, -3.18, 0.41], [2.31, 0.19, 0.44], [-5.05, -1.19, -1.99], [0.50, 0.77, -1.35], [2.87, 1.58, -1.60], [-17.10, -3.39, 4.20], [1.52, -1.97, -4.67], [-0.96, 0.72, -1.85]], "mulliken_charge": [-1.983, 0.071, 0.245, 0.335, -1.064, 0.490, -1.568, 0.089, 0.932, 0.361, -0.662, 0.405, -0.377, -1.549, 0.599, 0.682, 0.256, -0.476, -0.745, 0.132, -0.205, -0.866, 0.147, 0.612, -0.636, -0.311, 0.385, -0.062, 0.699, 0.286, 0.301, 0.337, 0.158, 0.710, 0.368, 0.292, 0.805, 0.539, 0.266], "e_above_lowest_kcal_mol": 384.7, "gap_ev": 7.322, "energy_ha": -996.090939}